The following is a quantum chemistry calculation of an isolated ion of composition C4H9N2O and charge +1 at a distorted geometry, from the OMol25 dataset.

Its structure (SMILES) is CC/C=[NH+]/C=[NH+]\[O-]. The calculation puts the energy relative to the best compared isomer or geometry (same formula, charge and spin) at 504.72 kJ/mol. The electronic energy is -342.1650 Eh. The total charge is +1. The value obtained for the LUMO energy (alpha / beta) is -5.16 / -5.16 eV.

Atoms and positions in Å:
C -1.946 -0.851 0.176
C -1.162 0.500 -0.022
C 0.259 0.256 -0.349
N 1.200 1.054 0.210
C 2.550 0.624 0.143
N 2.784 -0.628 -0.174
O 1.869 -1.464 -0.293
H -2.910 -0.830 -0.466
H -2.107 -0.940 1.276
H -1.273 -1.598 -0.141
H -1.254 0.919 0.944
H -1.539 0.926 -0.963
H 0.526 -0.172 -1.425
H 0.883 1.491 1.099
H 3.308 1.365 0.053
H 3.814 -1.074 -0.201

Here are the Löwdin charges for atoms 1 to 2, given in e:
1 C -0.045
2 C -0.174